# 1
The following is a DFT calculation (wB97M-V/def2-TZVPD) of C23H45Cl3EuN2O3PSi as an isolated structure in a non-equilibrium geometry.

## Properties
Energy above the lowest of the compared OMol25 structures with the same formula, charge and spin, kcal per mole: 0.0
<S²>: 12.01
LUMO (spin up / spin down), Ha: -0.0387 / 0.0077
Spin multiplicity: 7

The geometry in XYZ format:
```
79
C23H45Cl3EuN2O3PSi (wB97M-V/def2-TZVPD)
Eu 0.0883 0.7553 0.0209
Cl -0.7415 2.8583 -5.2764
Cl -2.3374 0.7569 1.1924
Cl 0.4015 1.7280 -2.3600
P -0.3066 -1.0819 3.4300
Si -0.4933 4.6799 -4.2868
O 2.3686 0.1003 0.5685
O 0.5707 2.4775 1.6335
O -0.0827 -1.5196 -0.2444
N 2.8985 -1.6037 -0.8842
N -0.1836 4.5142 2.3529
C 3.2624 -3.0067 -1.0304
C -1.7646 4.7130 -2.9087
C -2.2262 -3.9993 1.2496
C 1.3532 4.8580 -3.9882
C -0.6036 -4.1954 -2.0247
C -1.0172 -3.5184 0.7383
C -1.0784 5.6384 2.1112
C -1.0097 -5.5538 2.6422
C -0.6710 0.3980 4.4683
C 1.5135 -1.2487 3.6444
C 0.2016 -5.0391 2.1582
C -1.0872 -2.4466 -0.3548
C -0.7700 -2.3615 4.6644
C -0.8726 6.0860 -5.4931
C 2.8310 -1.0446 0.3293
C -1.1150 -2.9812 -1.7783
C -2.2218 -5.0273 2.1909
C -0.3235 3.3709 1.7005
C -1.6291 -2.0107 -2.7909
C 2.4250 -0.9385 -2.0955
C 0.1907 -3.9887 1.2353
C -0.4341 -4.7891 -3.3783
C 1.0036 4.7839 3.1583
H 0.5890 -5.1688 -3.5109
H -1.7535 0.5705 4.3952
H -1.8916 6.0188 -5.8996
H -3.1408 -3.5378 0.8651
H -0.1682 6.1089 -6.3385
H -0.5440 6.4630 1.6173
H 1.8589 5.0103 -4.9552
H -1.1113 -5.6457 -3.5099
H 1.1502 -5.4463 2.4969
H -1.0063 -6.3660 3.3759
H -0.3869 0.2115 5.5122
H 2.3545 0.1429 -1.9541
H 1.4341 -1.3304 -2.3695
H -1.7061 3.8324 -2.2572
H 1.6146 3.8854 3.2298
H -3.1828 -5.4076 2.5650
H 1.1166 -3.5280 0.8972
H 2.0422 -0.4854 3.0593
H -0.7775 7.0361 -4.9419
H -1.3060 3.2120 1.2139
H -1.5581 -2.4210 -3.7981
H -1.4960 6.0100 3.0548
H 3.2157 -1.6872 1.1481
H 3.9140 -3.1242 -1.9057
H 1.5578 5.7411 -3.3663
H 1.7828 3.9698 -3.5085
H -2.6847 -1.7844 -2.5893
H -0.3646 -2.0799 5.6471
H -0.3834 -3.3414 4.3609
H -0.1583 1.2826 4.0710
H 2.3732 -3.6419 -1.1792
H 0.6763 5.1033 4.1557
H -2.7711 4.7456 -3.3497
H -1.8855 5.2838 1.4647
H 1.7705 -1.1795 4.7099
H 3.1186 -1.1739 -2.9134
H -1.8654 -2.4128 4.7088
H -2.0535 -1.9296 -0.2127
H -1.0826 -1.0560 -2.7667
H 3.7886 -3.3245 -0.1237
H -1.6626 5.6192 -2.2935
H -0.6304 -4.0587 -4.1723
H -0.3137 -4.8431 -1.1902
H 1.8110 -2.2364 3.2660
H 1.5769 5.5995 2.6969
```


# 2
The following is a DFT calculation (wB97M-V/def2-TZVPD) of C23H45N2O34Tl as an isolated structure in a non-equilibrium geometry.

## Properties
Total charge: -2
LUMO, Ha: 0.0266

The geometry in XYZ format:
```
105
C23H45N2O34Tl (wB97M-V/def2-TZVPD)
Tl -0.1255 -0.3164 0.3799
O 1.1119 -2.7085 -1.1271
O 0.2151 -0.8533 -3.8882
O -3.9262 -0.0396 -4.0098
O 2.6340 0.9149 0.1070
O -0.9631 3.6091 -2.7829
O 1.8598 -2.2075 4.2020
O 1.3607 1.6492 2.8849
O 1.0166 0.2936 -2.2647
O -2.7238 -3.9600 -0.9812
O 1.8754 -4.8264 -1.4256
O -1.9960 -5.0759 0.5547
O 4.7654 1.2494 0.6728
O -5.2751 1.1614 -5.4144
O 5.2241 0.4366 -3.0628
O -2.9265 0.4312 1.1802
O 1.8804 -1.6374 2.0078
O -0.5088 2.5231 -0.7829
O -1.1084 -0.8769 3.1988
O -2.1334 -0.4327 5.1220
O 5.3104 -1.0716 -1.3194
O -4.8649 -0.4864 1.9829
O -2.1896 -0.6848 -1.5268
O 3.8729 2.6805 -0.7159
O -1.7103 -2.9316 0.6302
O 2.3617 -0.0195 -3.9230
O 2.1466 -3.6998 2.7695
O -0.3935 2.1775 2.0263
O -4.4146 1.5798 2.4856
O 7.0390 0.1898 -1.7109
O 0.0612 -4.1251 -2.4226
O -0.8735 4.7677 -0.9252
O -5.1958 1.6464 -3.2667
O -2.1979 -2.4763 4.4554
O 0.3069 3.2280 3.7128
N 0.3856 2.3524 2.9010
N -2.1989 -3.9591 0.1228
C -3.8524 2.8684 2.2976
C 2.8820 3.1368 -1.5633
C 1.1495 -0.2516 -3.3444
C -3.9822 0.4876 1.8538
C 1.0140 -3.8641 -1.6789
C -0.8317 4.8015 0.4580
C -4.7517 -1.7508 1.3759
C 2.4383 -4.3033 1.5122
C 1.9864 -2.4455 2.9216
C -4.9813 0.4240 -6.5805
C -1.8203 -1.2058 4.1128
C 3.6722 1.5772 0.0467
C -2.0865 0.9054 5.0393
C -4.7424 0.8516 -4.1918
C 4.8634 0.1436 1.6012
C 1.6200 -0.9245 4.8001
C 7.9419 0.8956 -2.4986
C -1.1408 2.4329 -3.5302
C 4.0350 -1.6351 -1.4727
C -4.8172 1.3692 -1.9432
C -0.8711 3.5257 -1.4556
C -1.7515 -3.5327 3.6522
C 5.8095 -0.1298 -2.1472
H -2.4070 1.3521 5.9805
H 3.0724 -3.7394 0.8281
H 1.3266 -5.4415 -1.9175
H 3.1371 3.0391 -2.6185
H -1.7138 2.6529 -4.4309
H 2.5174 -0.4159 5.1525
H 3.7466 -2.1506 -0.5567
H 2.6907 0.5990 -3.2666
H 5.8451 -0.2053 1.9217
H 0.0364 4.2256 0.7785
H 8.4504 0.1792 -3.1437
H -3.5066 3.2608 3.2539
H -4.6266 -1.5266 0.3165
H 2.7776 4.2059 -1.3783
H -1.7986 4.6126 0.9245
H -1.0368 1.1923 4.9752
H -0.5481 5.8316 0.6738
H 1.1916 -1.1612 5.7740
H -3.7964 1.7256 -1.8051
H -3.9279 0.4575 -6.8584
H 4.3616 -0.7634 1.2642
H 3.9108 -2.3520 -2.2843
H -5.4213 1.8528 -1.1755
H -2.8998 -0.2499 -2.0377
H 4.1809 0.3535 2.4247
H -3.9414 -2.3372 1.8091
H -0.8186 -3.3209 3.1297
H -4.8243 0.2852 -1.8296
H -5.5870 0.9013 -7.3509
H -1.6343 1.5645 -3.0939
H -2.4383 -3.8584 2.8709
H -2.5997 1.3933 4.2106
H -0.1022 2.2848 -3.8259
H -5.5713 -2.4472 1.5525
H 1.5173 -4.5839 1.0011
H -4.7310 3.4862 2.1121
H 3.3383 -0.8132 -1.6375
H -1.5539 -4.3795 4.3095
H -5.2353 -0.6205 -6.4001
H -2.9308 2.9646 1.7236
H 2.7755 -5.3380 1.5740
H 1.9727 2.6565 -1.2020
H 7.5334 1.6702 -3.1475
H 8.7884 1.3090 -1.9503
H 0.9954 -0.2299 4.2384
```


# 3
The following is a DFT calculation (wB97M-V/def2-TZVPD) of a 2-piece molecular cluster, C23H45N2O5S2 overall in a non-equilibrium geometry.

## Properties
Total charge: -1
LUMO, Ha: 0.0476

The geometry in XYZ format:
```
77
C23H45N2O5S2 (wB97M-V/def2-TZVPD)
S 2.3892 -0.6342 -3.5899
S -0.3812 -1.9410 -4.0378
O 7.7434 -0.9180 4.1975
O -4.8324 -0.4466 -2.3358
O -7.0889 0.2443 -0.0230
O 6.6717 -0.2870 1.3761
O -6.9903 1.7357 -2.7458
N 0.5370 -1.6645 -1.4197
N 5.6572 -1.6812 3.1248
C 2.2403 3.5537 -2.3295
C 1.7878 -2.6823 0.6991
C 1.9383 2.2932 -3.3870
C 5.8563 -0.3343 2.4656
C 7.0693 -3.2877 4.9593
C 2.7734 1.0113 -2.7890
C -0.2078 -0.4451 -0.9832
C 0.3491 0.3566 0.3196
C -7.7286 0.5731 -2.3438
C -4.3828 -1.4595 -3.2215
C -5.6578 1.8378 -2.2252
C 5.1698 1.0859 2.9127
C -0.5260 1.7799 0.4000
C 0.8337 -1.4238 -2.9149
C 3.2918 -2.7350 3.0223
C 2.9331 -1.9172 1.6480
C 1.8719 -1.8804 -0.7676
C 4.3239 -1.7463 3.8874
C -7.2699 0.7055 1.3070
C -8.1696 0.6231 -0.8783
C -4.6800 0.8625 -2.8860
C -0.2630 2.4244 1.8843
C 6.8334 -1.9215 4.0614
H -0.7906 1.7262 2.6633
H 2.3345 -2.8470 3.6866
H -0.3457 0.3218 -1.8867
H -8.1737 0.2734 1.7425
H -0.0630 2.5125 -0.4209
H 5.8059 1.6136 3.7506
H 2.2657 2.6108 -4.4661
H 6.7267 -4.2822 4.3963
H 1.4781 0.7187 0.1800
H 8.1510 -3.3656 5.4131
H 4.0638 0.9838 3.3123
H 0.8916 2.4200 2.0759
H 2.2158 3.2031 -1.1988
H -1.3203 -0.7911 -0.7210
H -8.9846 -0.0920 -0.7152
H -8.5150 1.6318 -0.6338
H 3.8204 -3.7396 2.7389
H -6.4051 0.3934 1.8979
H 3.9233 1.2351 -3.0167
H 4.5020 -2.1910 4.9722
H 5.1056 1.8149 1.9788
H 0.7962 2.0587 -3.2670
H -7.3229 1.7980 1.3263
H -0.6787 3.5251 1.8602
H -4.8570 0.8483 -3.9676
H -3.3185 -1.3341 -3.4389
H 6.3269 -3.2042 5.8903
H -8.6294 0.5736 -2.9677
H -5.3317 2.8560 -2.4659
H -3.6514 1.1843 -2.6924
H 2.4583 -2.6507 -1.4690
H 0.1935 -0.1867 1.3552
H 2.6666 1.0468 -1.6246
H -7.1822 -0.3409 -2.5794
H 3.3063 4.0310 -2.5080
H -5.6514 1.7540 -1.1383
H 2.5756 -0.9334 -0.7220
H 1.4303 4.4079 -2.4924
H 2.0607 -3.8175 0.5411
H 3.9373 -1.8423 1.0071
H -4.5363 -2.4281 -2.7408
H -1.6503 1.6109 0.1211
H -4.9643 -1.4395 -4.1471
H 0.7174 -2.5184 1.1782
H 2.5264 -0.8309 1.8054
```